[1]
Below is a single C24H32N4O molecule, with properties calculated with the ωB97M-V functional and the def2-TZVPD basis.

```
61
Properties=species:S:1:pos:R:3:forces:R:3:mulliken_charge:R:1
O -1.29510 2.51297 -1.65361 -0.4 0.1 -0.1 -0.7322
C -0.10757 2.28390 -1.52206 0.4 0.2 -0.3 0.2223
N 0.40051 1.71914 -0.40520 0.2 -0.2 0.3 0.1982
H 1.37780 1.47832 -0.36856 0.0 0.1 -0.1 0.1746
C -0.42336 1.24703 0.67504 -0.3 -0.1 0.1 -1.9027
H -0.08892 1.69729 1.61761 -0.1 -0.1 -0.1 0.3501
H -1.43941 1.58821 0.47148 0.1 0.0 0.1 0.6361
C -0.37709 -0.28930 0.84797 0.0 0.2 0.0 1.8173
N -0.70511 -0.99556 -0.38539 0.1 0.1 0.2 0.3155
C -0.63276 -2.44965 -0.25618 0.0 -0.2 -0.1 -0.5000
H 0.05737 -2.70207 0.54989 0.0 0.0 -0.1 0.4418
C -2.02152 -3.07571 0.00445 0.2 0.0 0.0 -1.2478
N -2.88929 -2.15824 0.70099 0.1 0.0 -0.1 0.1791
C -2.94947 -2.11325 2.07846 -0.2 -0.1 0.3 0.6169
C -2.06035 -2.82108 2.89710 0.1 0.0 -0.2 -0.0841
C -2.16717 -2.76619 4.27334 0.0 0.0 0.1 -0.8464
C -3.15007 -2.00411 4.87980 0.0 0.0 0.2 -0.5121
C -4.04232 -1.30591 4.08251 0.0 0.0 0.1 -0.7510
C -3.95151 -1.36111 2.70718 0.0 0.1 -0.1 -0.1384
H -4.67860 -0.83322 2.10923 -0.1 0.0 -0.1 0.4723
H -4.82617 -0.71732 4.53725 -0.1 0.0 0.0 0.3897
H -3.22401 -1.95920 5.95559 0.0 0.0 0.1 0.4037
H -1.46185 -3.31924 4.87780 0.0 0.0 0.0 0.3897
H -1.26560 -3.40966 2.46501 0.1 0.0 -0.1 0.2436
C -3.18157 -0.97919 -0.09468 -0.1 0.1 -0.2 -1.0880
C -1.97323 -0.63961 -0.99718 -0.1 0.1 0.0 -0.7859
H -1.98873 0.41786 -1.25500 -0.1 0.0 -0.1 0.2190
H -2.02803 -1.20274 -1.93255 -0.1 0.1 0.0 0.4770
H -4.07030 -1.15083 -0.71644 0.0 0.2 0.0 0.3087
H -3.38561 -0.13780 0.56885 0.0 0.0 0.0 0.4648
H -2.50760 -3.30978 -0.94944 0.1 -0.1 0.1 0.3526
H -1.93491 -4.00642 0.56437 0.0 0.0 -0.1 0.5110
H -0.22024 -2.85194 -1.18888 0.0 -0.1 0.1 0.3330
C 1.01960 -0.64529 1.29119 0.1 -0.1 0.2 -0.2315
C 2.05174 -0.83239 0.37458 -0.4 0.0 0.0 -0.2713
N 3.30583 -1.06323 0.71717 0.5 -0.1 -0.3 -0.8019
C 3.59983 -1.13779 2.00428 0.1 0.0 0.3 -0.4332
C 2.65165 -0.99634 3.00644 0.0 0.0 -0.1 -0.6493
C 1.34058 -0.74051 2.64042 0.1 0.0 -0.2 -0.4816
H 0.56949 -0.62338 3.39006 -0.1 0.0 0.1 0.4752
H 2.93086 -1.08234 4.04506 0.1 0.0 0.1 0.4177
H 4.63980 -1.32498 2.23631 0.1 0.0 0.1 0.3809
H 1.84351 -0.81627 -0.68711 -0.1 0.0 -0.1 0.6644
H -1.06713 -0.52572 1.67705 0.1 0.1 -0.1 -0.3545
C 0.91408 2.62362 -2.59521 0.0 -0.1 0.2 0.0574
C 1.56053 1.35647 -3.16443 -0.1 0.2 -0.3 -0.1883
C 2.50849 1.72108 -4.30355 0.2 -0.2 0.2 -1.0235
C 3.58284 2.68699 -3.81221 -0.2 0.2 -0.3 -0.5944
C 2.94528 3.94438 -3.22794 0.2 -0.1 0.2 -0.7990
C 1.99428 3.58367 -2.08932 -0.1 0.2 -0.3 -0.6235
H 2.56537 3.11850 -1.28205 0.0 0.0 0.1 0.2185
H 1.52656 4.48694 -1.69198 0.0 0.0 0.1 0.3343
H 3.72122 4.61907 -2.86040 0.0 0.1 0.0 0.3770
H 2.39092 4.46695 -4.01048 0.0 0.1 0.0 0.3493
H 4.18692 2.19634 -3.04520 0.1 0.0 0.0 0.3240
H 4.24545 2.95660 -4.63693 0.1 0.0 0.0 0.3465
H 2.97454 0.81640 -4.69906 0.0 0.0 -0.1 0.3739
H 1.94266 2.18805 -5.11261 0.0 0.0 -0.1 0.4105
H 2.12690 0.84185 -2.38492 0.0 -0.1 0.1 -0.0196
H 0.78394 0.67675 -3.52106 0.0 -0.1 0.1 0.3429
H 0.35607 3.11894 -3.39685 0.0 -0.1 0.1 0.4709
```
Positions in Å, forces in eV/Å.

Summary:
HOMO-LUMO gap: 8.4 eV
relative energy (zero: lowest compared OMol25 entry of this formula, charge and spin): 0.0 kJ/mol
structure (SMILES): O=C(NC[C@H](c1cccnc1)N1CCN(c2ccccc2)CC1)C1CCCCC1

***

[2]
Below is a 3-piece molecular cluster, C22H43BrN3O6 overall at a distorted geometry, with properties calculated with the ωB97M-V functional and the def2-TZVPD basis.

```
75
Properties=species:S:1:pos:R:3:forces:R:3:mulliken_charge:R:1
C -2.19741 -2.69712 1.15771 0.5 0.6 0.7 0.0122
C -2.59855 -2.19139 0.13527 -0.2 1.4 -1.0 -0.7069
C -3.07113 -1.31600 -1.08061 -0.4 -1.6 1.7 -0.2324
C -3.87950 -0.03875 -0.55521 0.8 0.1 -0.6 -0.5516
C -5.24961 0.15359 -1.33838 -0.3 0.7 0.0 -0.6797
C -6.52536 0.14073 -0.43561 -0.2 -0.2 -0.3 0.1809
N -7.83334 -0.09551 -0.80687 3.0 0.6 1.5 -0.6883
N -8.51021 0.05762 0.34177 0.8 1.0 4.1 0.6110
C -9.96031 -0.08182 0.65846 -1.7 -0.7 -0.7 -0.5870
C -10.91482 -0.14680 -0.60556 -1.0 -1.1 1.0 -0.6092
C -11.20989 -1.69791 -0.87925 0.8 0.9 -0.2 -0.7191
Br -12.59516 -1.89793 -2.29838 0.9 0.1 0.9 -0.1415
C -7.73327 0.36666 1.43114 1.1 -0.2 -2.5 -0.1365
N -6.42606 0.42996 0.94290 -3.5 -0.5 -0.7 -0.0097
H -1.72193 -2.91433 2.14169 -0.8 -0.1 -1.5 0.3777
H -2.16483 -1.05803 -1.68866 -1.1 -0.2 0.5 0.1928
H -3.80818 -1.96799 -1.64014 1.1 0.7 0.2 0.3469
H -3.97589 -0.12492 0.56003 0.0 0.0 -1.1 0.3899
H -3.23093 0.86666 -0.76346 -0.8 -1.0 0.4 0.2272
H -5.19704 1.17547 -1.83277 -0.4 -1.2 0.6 0.3319
H -5.34061 -0.58114 -2.19028 -0.2 0.7 1.1 0.4093
H -10.28241 0.73728 1.36885 0.7 -0.7 -1.0 0.3348
H -10.09226 -1.05299 1.22953 0.3 1.1 -0.7 0.3841
H -11.91338 0.27556 -0.26819 1.3 -0.1 -0.6 0.3791
H -10.53698 0.39112 -1.51355 -0.3 -0.5 1.0 0.3959
H -10.24598 -2.15562 -1.23315 -1.2 0.1 0.2 0.3677
H -11.58126 -2.21496 0.04938 0.3 0.6 -1.1 0.4040
H -8.07870 0.53487 2.48032 0.4 -0.2 -1.3 0.3898
H -5.62707 0.67316 1.52906 -0.1 -0.2 -0.6 0.3122
C 3.83981 2.54808 -4.10023 0.0 -0.3 0.2 -0.8838
O 3.64902 1.83907 -2.88849 -0.2 0.3 -0.1 -0.2180
C 3.90212 2.64022 -1.73958 -0.1 -0.5 0.0 -0.7443
C 2.95636 2.27070 -0.60767 0.1 0.3 0.2 -0.1976
O 1.61837 2.73618 -0.78925 0.0 -0.2 -0.2 -0.5109
C 0.84425 2.07154 -1.78384 -0.1 0.1 0.2 -0.4184
C 0.47997 0.63860 -1.42189 0.5 -0.1 -0.4 -0.2541
O 1.59363 -0.22151 -1.61054 -0.1 0.1 0.4 -0.2484
C 1.58163 -1.33327 -0.73542 0.1 0.1 -0.2 -0.7431
H 4.89781 2.78452 -4.24248 0.0 0.1 -0.1 0.3139
H 3.50077 1.91248 -4.91891 0.1 0.0 0.1 0.2406
H 3.24111 3.46376 -4.11065 0.1 0.1 0.0 0.3750
H 3.79278 3.70550 -1.96988 0.0 0.0 0.0 0.4882
H 4.93501 2.45110 -1.42826 0.1 0.2 0.2 0.4366
H 3.31236 2.77248 0.29802 -0.1 0.1 -0.1 0.4125
H 2.97416 1.20248 -0.39479 0.0 -0.1 -0.2 0.0553
H 1.32268 2.13526 -2.76088 0.1 -0.3 0.0 0.1003
H -0.08626 2.64388 -1.85328 0.0 0.0 0.1 0.4026
H -0.32171 0.28387 -2.08518 -0.2 0.2 0.0 0.2271
H 0.13018 0.60305 -0.38409 0.0 0.0 0.1 0.3371
H 1.49739 -1.00928 0.30704 -0.1 0.0 0.0 0.3359
H 2.52907 -1.86179 -0.84744 -0.1 0.1 -0.1 0.2226
H 0.76201 -2.01333 -0.98781 -0.1 -0.1 0.1 0.3039
C 5.11940 -0.35563 4.65847 0.0 0.1 -0.4 -0.8668
O 5.59880 0.03718 3.38579 0.1 -0.3 0.3 -0.1874
C 6.86559 0.68373 3.45413 -0.3 -0.1 -0.4 -0.5831
C 7.71699 0.33502 2.24300 0.3 0.0 0.1 -0.2161
O 8.25504 -0.98616 2.26935 -0.3 0.0 0.0 -0.4764
C 7.33767 -2.05742 2.05104 0.3 -0.1 -0.1 -0.3257
C 6.79825 -2.12756 0.63012 -0.5 0.1 0.3 -0.6481
O 5.79879 -1.13493 0.42540 0.2 0.2 -0.1 -0.1770
C 5.73126 -0.69507 -0.91662 -0.1 0.0 0.3 -0.4378
H 4.87106 0.52246 5.26163 0.0 -0.1 0.2 0.3248
H 4.22024 -0.95478 4.50914 0.0 0.1 -0.1 0.2214
H 5.85804 -0.97509 5.17560 0.0 0.1 0.1 0.3766
H 7.40250 0.40173 4.36624 0.0 0.0 0.0 0.3729
H 6.68277 1.76359 3.47160 0.2 0.1 0.1 0.3677
H 8.58910 0.99736 2.25014 0.0 -0.1 0.1 0.4165
H 7.19182 0.52702 1.30762 -0.2 -0.1 0.1 0.0173
H 6.53682 -2.04345 2.79013 -0.2 0.1 -0.2 0.0918
H 7.91426 -2.96903 2.23169 0.1 0.1 -0.1 0.4273
H 6.32714 -3.10465 0.46490 0.2 -0.1 0.0 0.3855
H 7.62301 -2.00230 -0.07854 0.0 0.0 0.0 0.3755
H 6.71172 -0.35529 -1.26667 0.0 -0.1 -0.1 0.4683
H 5.04647 0.15233 -0.96138 0.0 -0.1 0.0 -0.2983
H 5.35280 -1.49210 -1.56335 0.1 0.0 -0.2 0.3521
```
Positions in Å, forces in eV/Å.

Summary:
HOMO-LUMO gap: 6.5 eV
charge: +1

***

[3]
Below is a single C20H19N3O molecule, with properties calculated with the ωB97M-V functional and the def2-TZVPD basis.

```
43
Properties=species:S:1:pos:R:3:forces:R:3:mulliken_charge:R:1
C -0.07778 -2.88393 2.53359 0.0 -0.1 0.0 -1.1139
N -0.64090 -1.94951 1.60350 -0.2 0.0 -0.4 0.1390
C -0.79345 -0.60086 1.84795 -0.1 0.5 -0.1 0.2906
C -0.51342 0.15761 2.96558 0.0 -0.2 -0.1 -0.6099
C -0.77341 1.51990 2.89594 0.0 0.2 0.0 -0.7122
C -1.30505 2.09352 1.75217 0.0 0.1 0.2 -0.8780
C -1.58924 1.33444 0.62535 -0.1 -0.3 -0.1 -0.8687
C -1.31418 -0.01686 0.67950 -0.1 0.3 0.6 1.1628
N -1.46742 -1.02810 -0.24484 0.1 0.0 0.2 0.2840
C -1.02772 -2.21869 0.29607 0.0 -0.3 0.3 0.2956
N -1.03592 -3.29878 -0.37320 0.1 -0.6 -0.5 -0.7907
H -0.72191 -4.11744 0.13289 0.0 0.1 0.1 0.2192
C -1.76487 -0.88985 -1.63778 0.1 -0.1 -0.5 -1.4479
H -2.43875 -0.04155 -1.78001 0.0 -0.1 0.0 0.3271
H -2.25432 -1.81354 -1.96100 0.0 0.1 0.0 0.6274
C -0.49085 -0.66162 -2.50373 0.0 -0.2 0.5 0.2371
C 0.24719 0.53868 -1.96397 -0.1 0.1 -0.4 0.3723
C -0.08896 1.78088 -2.43990 0.0 -0.4 -0.1 -0.3711
C 0.44611 2.94643 -1.87848 0.1 0.2 0.2 -0.7694
C 1.28663 2.86317 -0.80620 -0.1 0.1 -0.1 -0.8636
C 1.67276 1.60791 -0.29443 -0.1 -0.2 -0.1 0.8616
C 2.53490 1.51540 0.81763 0.1 -0.1 0.1 -0.8150
C 2.93164 0.30272 1.30248 0.1 0.3 0.1 -0.9174
C 2.50101 -0.87173 0.67063 -0.1 -0.2 -0.2 -0.5755
C 1.65327 -0.81666 -0.40034 0.1 -0.2 0.0 -0.4631
C 1.18318 0.41768 -0.90056 0.2 0.3 0.0 0.3901
H 1.34524 -1.73861 -0.86809 -0.1 -0.1 0.0 0.4815
H 2.85005 -1.82860 1.03267 0.0 -0.1 0.0 0.5118
H 3.58809 0.24002 2.15819 0.1 0.0 0.1 0.4170
H 2.87843 2.43047 1.27864 0.0 0.1 0.1 0.3942
H 1.67293 3.75525 -0.33434 0.0 0.1 0.0 0.4247
H 0.16322 3.90724 -2.28308 0.0 0.1 0.0 0.4002
H -0.78580 1.85152 -3.26059 -0.1 0.0 -0.1 0.4428
O -0.86355 -0.42787 -3.84456 -0.2 0.1 -0.2 -0.5436
H -1.30222 -1.21684 -4.17988 0.0 0.0 0.0 0.3896
H 0.12852 -1.56512 -2.44460 -0.1 0.1 0.1 0.2942
H -1.99184 1.79340 -0.26298 0.0 0.0 -0.1 0.4539
H -1.49982 3.15483 1.73158 0.0 0.1 0.0 0.4089
H -0.55821 2.14110 3.75203 0.0 0.1 0.1 0.3984
H -0.10490 -0.28643 3.85970 0.1 -0.1 0.1 0.4673
H 0.89855 -2.53281 2.87676 0.0 0.0 0.0 0.3852
H 0.04854 -3.84927 2.04436 0.0 0.1 0.1 0.3325
H -0.73345 -3.01202 3.39960 0.1 0.0 0.0 0.3312
```
Positions in Å, forces in eV/Å.

Summary:
HOMO-LUMO gap: 8.0 eV
relative energy (zero: lowest compared OMol25 entry of this formula, charge and spin): 22.7 kJ/mol
structure (SMILES): [H]/N=c1\n(C)c2ccccc2n1C[C@@H](O)c1cccc2ccccc12